The following is a quantum chemistry calculation of a 26-piece molecular cluster, C26H104N52O26 overall in a non-equilibrium geometry, from the Open Molecules 2025 dataset.

```
! RIJCOSX wB97M-V def2-TZVPD def2/J DEFGRID3
* xyz 0 1
O -19.11341 -7.09013 -1.20560
O -19.59856 -12.02808 0.34249
O -21.91887 -9.83224 -4.26675
O -27.12519 -11.05555 -5.22500
O -21.21367 -17.02094 -13.34923
O -23.51366 -14.08651 -4.62773
O -19.31982 -13.49164 -9.81503
O -13.54542 -14.42728 -7.98106
O -27.63768 -11.42033 -8.79450
O -28.68939 -14.51946 -7.26623
O -26.62568 -8.65475 -0.83813
O -24.75188 -17.73695 -5.50940
O -17.61905 -17.14431 -9.71345
O -22.60699 -10.81531 -0.60416
O -27.83496 -10.26293 -11.73018
O -24.31938 -13.64160 -12.67489
O -16.20545 -10.68082 -7.22180
O -23.93943 -14.87460 -8.58252
O -24.56778 -7.83361 -7.93187
O -17.81386 -8.58269 -4.44619
O -24.46015 -8.41321 -11.51390
O -19.11160 -15.85052 -2.84215
O -20.23860 -9.47483 -9.12690
O -23.03607 -15.71164 -0.79457
O -18.69190 -13.30373 -5.24414
O -29.75367 -17.87492 -6.35690
N -26.38290 -13.20422 -5.38799
N -26.47268 -10.46918 -2.17256
N -25.72914 -11.05032 -11.73827
N -29.06046 -10.60176 -7.18539
N -21.28344 -14.66280 -9.64857
N -19.27778 -15.91184 -13.40517
N -29.48641 -13.75279 -9.28268
N -16.89336 -8.68140 -2.43833
N -25.77167 -13.69166 -9.16223
N -17.65083 -10.77327 -8.97286
N -25.26923 -9.73187 -8.69872
N -19.56388 -15.00066 -0.77352
N -25.21963 -6.49360 -10.64970
N -25.38144 -6.84578 -12.91922
N -18.64076 -15.55395 -5.50283
N -24.28968 -9.67412 0.29744
N -16.70786 -15.14733 -10.15979
N -21.21460 -12.40001 -9.28372
N -18.56735 -13.68626 -2.43340
N -26.13058 -8.99521 -6.62490
N -14.16386 -12.46596 -8.79346
N -29.62016 -18.45850 -4.18187
N -27.95374 -8.61103 -2.59790
N -14.65358 -12.99714 -6.58504
N -22.12516 -14.75028 -6.30905
N -21.17538 -5.94557 -1.19292
N -25.97838 -15.76555 -8.09610
N -23.46740 -17.66046 -3.65934
N -19.71523 -17.50749 -11.69991
N -29.41248 -10.15033 -9.41909
N -23.20860 -8.72138 -1.42848
N -21.42274 -14.94681 -4.17730
N -19.85071 -9.98626 -0.69809
N -15.66226 -9.27624 -4.33382
N -21.14301 -11.85418 -3.54850
N -27.52035 -12.48065 -12.20437
N -24.85864 -11.46798 -5.21510
N -28.64126 -16.46790 -4.89503
N -25.69203 -16.85082 -3.55708
N -17.84820 -9.14355 -7.39931
N -30.29171 -15.64633 -8.46996
N -22.48653 -13.91906 0.46646
N -20.43144 -7.16963 -3.05019
N -18.25202 -14.05286 -7.25589
N -21.95676 -8.82790 -7.76185
N -22.86292 -14.76927 -14.03963
N -15.68497 -16.69791 -8.68293
N -22.01739 -8.45679 -10.11979
N -18.24282 -10.22668 0.86221
N -21.60750 -11.52342 -5.70538
N -23.39871 -15.54822 -11.86824
N -23.03178 -13.67783 -1.74945
C -24.61109 -17.37774 -4.33844
C -23.54925 -14.59375 -12.87704
C -23.37459 -9.83258 -0.64303
C -16.69918 -16.36401 -9.50613
C -16.84353 -8.85347 -3.76786
C -21.34425 -8.96020 -9.04526
C -20.12287 -16.81351 -12.79144
C -26.97870 -9.24652 -1.86211
C -29.46873 -14.63724 -8.19390
C -29.42401 -17.61956 -5.23754
C -18.47357 -14.30057 -5.96881
C -20.58575 -13.50205 -9.62239
C -28.63684 -10.78516 -8.47440
C -22.79600 -14.53413 -0.73010
C -25.17909 -14.78524 -8.57820
C -19.24332 -10.86493 0.19836
C -26.19371 -11.85296 -5.28789
C -17.17459 -10.19513 -7.81317
C -22.38742 -14.51721 -5.01782
C -19.08683 -14.87804 -2.06461
C -27.03122 -11.26287 -11.83786
C -25.31478 -8.78478 -7.70505
C -20.18388 -6.75281 -1.75907
C -14.12586 -13.32737 -7.76950
C -25.00711 -7.35737 -11.69369
C -21.59147 -10.97370 -4.45430
H -25.16824 -12.88097 -9.27650
H -29.65479 -9.74481 -7.06059
H -24.58158 -10.51999 0.78314
H -25.54217 -7.51526 -13.64614
H -17.71986 -14.79834 -10.12960
H -15.20365 -12.18782 -6.48935
H -22.26860 -14.82648 -9.38723
H -22.06088 -13.00525 0.39424
H -15.68385 -9.55927 -5.35030
H -17.79867 -8.90902 -6.37313
H -28.25613 -7.74088 -2.24827
H -30.87374 -15.59914 -9.28848
H -30.16772 -16.46308 -7.89530
H -19.72536 -9.00492 -0.75273
H -22.76321 -12.73603 -1.72875
H -24.89879 -6.82747 -9.73679
H -21.29352 -6.99718 -3.59955
H -13.68842 -12.60995 -9.66217
H -19.95912 -15.86939 -0.49597
H -29.57870 -14.17028 -10.16260
H -30.16525 -9.52441 -9.12663
H -25.78742 -11.02547 -1.62723
H -25.15932 -11.86162 -12.05616
H -26.08501 -6.12696 -13.03793
H -26.42601 -16.61453 -4.29406
H -18.84821 -17.29504 -11.15735
H -19.86025 -7.87865 -3.45539
H -22.01350 -15.32349 -14.02688
H -22.73543 -14.63607 -7.10564
H -28.83533 -16.09553 -3.93556
H -18.38826 -13.09608 -7.44996
H -24.53944 -10.52335 -4.92750
H -26.74698 -13.67436 -9.32508
H -28.44105 -10.92793 -6.45881
H -18.48855 -14.64770 -8.03241
H -22.13242 -5.98279 -1.56295
H -20.59683 -12.64311 -3.83119
H -19.64290 -14.17301 -0.16824
H -24.87842 -9.47125 -9.52720
H -26.95469 -15.50610 -7.91155
H -14.95347 -9.76231 -3.79064
H -20.79435 -10.22768 -0.89369
H -21.26868 -15.33112 -6.41705
H -26.77976 -9.79646 -6.50314
H -25.32073 -16.07721 -3.01023
H -21.61617 -8.40381 -11.04712
H -23.94212 -8.02582 -1.34347
H -22.00698 -14.60222 1.07814
H -25.49886 -16.43038 -7.47998
H -30.13266 -19.27895 -4.26253
H -25.94693 -8.46930 -5.80131
H -28.73007 -15.79142 -5.58814
H -26.88042 -13.32273 -12.10196
H -21.58076 -9.31584 -7.00277
H -18.78700 -8.85823 -7.66363
H -20.70970 -11.54048 -9.33152
H -23.17164 -17.25136 -2.74809
H -25.05746 -9.09117 0.03466
H -14.79241 -16.15989 -8.58581
H -20.56096 -15.44749 -4.44357
H -23.09650 -14.08906 -14.73986
H -14.68317 -13.78442 -5.95961
H -18.73561 -15.77591 -4.49138
H -25.43615 -10.09915 -12.04341
H -22.68156 -17.83234 -4.24581
H -29.30210 -18.14825 -3.30709
H -22.19277 -12.38866 -9.07246
H -18.41563 -13.48547 -3.43253
H -17.93832 -9.39819 0.39715
H -18.26875 -15.84309 -13.13747
H -20.34154 -18.20037 -11.34618
H -17.77108 -8.45843 -1.86615
H -20.64537 -11.46469 -2.75145
H -18.34169 -16.37121 -6.03548
H -17.51726 -10.75811 1.19930
H -23.59244 -15.20376 -10.97468
H -22.72781 -8.82349 -2.31939
H -22.89298 -8.47130 -7.59466
H -26.55129 -10.70040 -3.14658
H -24.12354 -12.18210 -5.07837
H -25.95846 -10.47047 -8.71359
H -28.48649 -12.69730 -11.95383
H -17.28952 -11.74998 -9.05118
H -23.26880 -13.96402 -2.72738
H -14.72202 -11.60456 -8.67246
H -28.55626 -9.10375 -3.27524
H -29.09235 -10.22949 -10.38609
H -21.21349 -12.48638 -5.87682
H -22.87316 -7.98678 -9.86478
H -21.65061 -15.01874 -3.20647
H -21.12477 -5.96813 -0.16314
H -15.43485 -17.70009 -8.63296
H -25.54840 -5.50193 -10.62193
H -18.58601 -10.60791 -9.30516
H -20.85118 -15.38199 -10.12813
H -22.62857 -16.16067 -11.95358
H -16.03209 -8.65675 -1.94212
H -27.33779 -13.48792 -5.69985
H -19.36875 -15.86400 -14.40749
H -28.95150 -12.94647 -9.21078
H -18.56789 -13.02535 -1.68212
H -25.64113 -13.85425 -5.36919
H -16.05433 -14.54264 -9.66587
H -22.18311 -11.14408 -6.36107
*
```

gap between HOMO and LUMO = 9.526 eV
LUMO = 0.080 eV
total energy = -5857.95022 Eh
relative energy (zero: lowest compared OMol25 entry of this formula, charge and spin) = 117.3 kJ/mol
HOMO energy = -9.447 eV

The following is a quantum chemistry calculation of a single C2H7N3 molecule in a non-equilibrium geometry, from the Open Molecules 2025 dataset.

```
! RIJCOSX wB97M-V def2-TZVPD def2/J DEFGRID3
* xyz 0 1
N 0.09242 -0.15691 -0.06723
N -1.73447 1.21918 -0.45829
N -0.94357 0.44655 -1.09099
C -0.09425 0.02945 1.27968
C 1.25095 -0.73143 -0.66855
H 1.22517 -1.85924 -1.03961
H -0.96601 0.66562 1.44425
H 1.14255 -0.26387 -1.71199
H -0.45943 -0.89778 1.73701
H -2.46906 1.64173 -1.05599
H 0.74854 0.47335 1.85282
H 2.20715 -0.56666 -0.22112
*
```

SMILES = [H]/N=N/N(C)C
gap between HOMO and LUMO (spin up / spin down) = 9.233 / 9.234 eV
LUMO (spin up / spin down) = 0.902 / 0.902 eV
total energy = -244.54465 Eh
relative energy (zero: lowest compared OMol25 entry of this formula, charge and spin) = 343.2 kJ/mol
HOMO energy (spin up / spin down) = -8.332 / -8.332 eV

The following is a quantum chemistry calculation of a single C18H23FN6O molecule in a non-equilibrium geometry, from the Open Molecules 2025 dataset.

```
! RIJCOSX wB97M-V def2-TZVPD def2/J DEFGRID3
* xyz 0 1
F 3.42071 -3.42967 5.19345
O -0.73921 -1.29249 -3.37640
N -0.79327 1.42672 2.98549
N -2.44322 1.71826 -2.29146
N -0.51516 0.84342 -1.38214
N -3.00451 -1.17123 -5.02552
N -3.66041 0.75386 -4.02596
N 1.32675 0.98936 0.96262
C -1.65945 -0.28065 -3.26768
C 1.74368 -1.75950 4.80391
C 1.65684 1.30429 2.38856
C 0.19020 -0.37284 -0.83796
C -3.51504 1.65549 -3.06386
C 2.09585 0.07195 3.20740
C 3.35479 -0.48183 2.90851
C -0.25033 2.10255 -0.64104
C 2.98468 -2.33600 4.51314
C 0.49796 2.09458 3.11057
C -2.37696 -2.49402 -4.80988
C 0.50069 -0.25048 0.68608
C -2.74452 -0.17990 -4.11589
C 3.76305 -1.68499 3.52619
C -0.92122 -2.26205 -4.43255
C 1.15362 2.08118 0.00429
C 1.30906 -0.61653 4.12442
C -1.54515 0.77498 -2.35599
H 0.45150 3.04733 2.63950
H 0.74097 2.26658 4.19529
H -0.97727 2.18260 0.17640
H -1.57458 2.03335 3.28584
H -0.86176 1.18477 2.00587
H -2.87980 -3.03867 -3.99612
H -0.40690 -1.28751 -0.98558
H 0.29969 -0.26818 4.40307
H -2.46859 -3.09638 -5.71183
H 1.91720 2.00867 -0.75991
H -3.97236 -1.18153 -5.34393
H 1.04744 -1.12207 1.01788
H 1.11279 -0.51679 -1.38371
H -0.35013 2.96432 -1.26759
H -0.53442 -3.23827 -4.09423
H 1.12107 -2.27457 5.52901
H 1.28757 3.02010 0.53039
H -4.29860 2.39505 -2.89567
H 4.73364 -2.10959 3.31688
H -0.39262 -0.20405 1.23902
H -0.34911 -1.95012 -5.28973
H 4.01210 -0.00723 2.23219
H 2.51280 1.98774 2.36861
*
```

SMILES = NC[C@@H](c1ccc(F)cc1)N1CCN(c2ncnc3c2OCCN3)CC1
gap between HOMO and LUMO = 8.447 eV
LUMO = 0.702 eV
total energy = -1203.30366 Eh
relative energy (zero: lowest compared OMol25 entry of this formula, charge and spin) = 163.3 kJ/mol
HOMO energy = -7.746 eV

The following is a quantum chemistry calculation of C6H9NO as an isolated structure in a non-equilibrium geometry, from the Open Molecules 2025 dataset.

```
! RIJCOSX wB97M-V def2-TZVPD def2/J DEFGRID3
* xyz 0 1
O 0.67866 2.41071 -0.48021
N -2.50671 0.79523 0.24380
C 0.20562 1.51694 0.25092
C 2.39032 -0.02503 0.36814
C 0.91712 0.11288 0.28021
C -0.10382 -0.59817 -0.04062
C -1.40560 0.79001 -0.39597
C -0.79106 -1.88111 -0.18080
H 2.73100 0.17186 1.38767
H 2.85434 0.71817 -0.28657
H -0.19651 1.70966 1.25746
H -1.13581 -2.04585 -1.20368
H -0.08912 -2.67962 0.08880
H -1.64123 -1.95204 0.50202
H -1.33568 1.00551 -1.47310
H -3.30404 0.96460 -0.37586
H 2.73254 -1.01374 0.05779
*
```

gap between HOMO and LUMO = 7.972 eV
LUMO = -0.837 eV
total energy = -363.83640 Eh
relative energy (zero: lowest compared OMol25 entry of this formula, charge and spin) = 493.2 kJ/mol
HOMO energy = -8.809 eV